Here is a single C11H13FSi molecule at a distorted geometry from the OMol25 dataset. Energies are from ωB97M-V/def2-TZVPD.

Summary:
multiplicity	1
orbital gap	7.81	eV
SMILES	C=C/[Si](F)=C\C[C@@H]1C=CC=CC1=C
E_LUMO	0.0679	eV
max |F|	4.84	eV/A
electronic energy	-22209.17255	eV
net charge	0

Each line ends with the natural charge from an NBO analysis.
Element x y z (Å)
C -3.4588 2.0822 1.3779  -0.326
C -3.9819 1.3398 0.4175  -0.656
Si -3.2829 -0.4673 0.0809  1.724
F -4.5322 -1.1513 -0.7592  -0.653
C -1.7672 -1.4115 0.2846  -0.903
C -0.4693 -0.6883 0.6946  -0.411
C 0.7787 -1.1191 -0.0927  -0.320
C 1.9718 -1.5090 0.7612  -0.131
C 3.2152 -0.9559 0.6703  -0.236
C 3.3898 0.1525 -0.2275  -0.236
C 2.4120 0.5507 -1.0690  -0.180
C 1.1001 -0.1540 -1.1570  -0.028
C 0.2696 0.3426 -2.0606  -0.386
H -3.4660 3.1501 1.3908  0.194
H -3.1438 1.6765 2.3095  0.193
H -4.6430 1.9067 -0.2562  0.237
H -1.8308 -2.4331 0.1529  0.223
H -0.3009 -0.8020 1.7160  0.208
H -0.7062 0.3125 0.7584  0.213
H 0.5841 -2.0716 -0.5918  0.238
H 1.7923 -2.3730 1.3925  0.202
H 4.0439 -1.1142 1.3844  0.216
H 4.4166 0.4497 -0.3196  0.208
H 2.6334 1.3320 -1.8075  0.209
H 0.5215 1.0339 -2.9529  0.202
H -0.7529 -0.0103 -2.2016  0.197